Record 1
25
Properties=species:S:1:pos:R:3:lowdin_spin:R:1 method="wB97M-V/def2-TZVPD" e_above_lowest_kj_mol=14.01 lumo_ev="-4.587 / -8.139" max_force_ev_per_a=2.05 homo_energy_ev="-14.0394 / -14.0397" spin_multiplicity=2 total_charge=+1
C -1.1315 -2.4445 -0.7769 0.091
C -1.1334 -1.0936 -0.2777 0.354
C -2.0665 -0.0837 -0.5074 0.255
O -1.9904 1.0707 0.1074 0.214
H -2.1603 -2.7368 -1.0556 0.013
H -0.6954 -2.5971 -1.7820 0.043
H -0.6108 -3.1897 -0.1776 0.007
H -0.2876 -0.8521 0.3672 0.009
H -2.9599 -0.1369 -1.1342 0.005
H -1.0520 1.3154 0.2560 0.003
H 2.3335 -1.7432 -0.8740 0.000
H 3.0768 -2.0658 0.4537 0.000
O 2.3079 -2.2893 -0.0843 0.000
H 0.4294 -0.1287 -2.8886 0.001
H 1.9528 0.1468 -3.0278 0.000
O 1.2711 -0.1772 -2.4304 0.004
H 1.1359 3.1964 2.1280 0.000
H 0.2560 2.1728 2.7236 0.000
O 1.0143 2.2338 2.1046 0.000
H 1.4734 2.2712 0.3185 0.000
H 1.5996 1.5271 -1.0121 0.000
O 1.6160 2.4273 -0.6391 0.000
H -0.9704 0.3678 2.6847 0.000
H -2.0612 1.6233 2.5185 0.000
O -1.3474 1.1859 3.0053 0.001


Record 2
5
Properties=species:S:1:pos:R:3:lowdin_charge:R:1 method="wB97M-V/def2-TZVPD" e_above_lowest_kj_mol=300.96 lumo_ev=-0.878 max_force_ev_per_a=3.01 homo_energy_ev=-9.2447 spin_multiplicity=1 total_charge=0
Si -0.1845 -0.2682 -0.0157 0.070
I 2.2676 0.0953 -0.0139 0.205
H -0.4446 -1.0049 -1.3899 -0.107
H -0.2817 -0.6948 1.3990 -0.164
H -1.3568 1.8727 0.0204 -0.005


Record 3
13
Properties=species:S:1:pos:R:3:lowdin_spin:R:1 method="wB97M-V/def2-TZVPD" lumo_ev="3.363 / 2.559" max_force_ev_per_a=5.57 homo_energy_ev="-0.3978 / -4.5355" spin_multiplicity=3 total_charge=-1
B -0.9000 0.9580 0.2383 0.009
C 0.2802 0.7154 -0.7945 0.037
N 1.7529 -1.7083 0.7774 0.611
O -0.5421 -2.2433 0.0857 0.153
O 0.4235 -0.4164 -1.5770 0.496
O -1.3317 2.2693 0.5077 0.002
O -1.4326 -0.0217 0.8984 0.010
S 0.8072 -2.0358 -0.4880 0.630
H 0.2550 1.4732 -1.5988 0.025
H 1.1869 0.9327 -0.3035 0.007
H 2.7036 -1.4806 0.5071 0.015
H -2.0275 2.3563 1.2215 0.000
H -1.1754 -0.7988 0.5257 0.005


Record 4
82
Properties=species:S:1:pos:R:3:lowdin_charge:R:1 method="wB97M-V/def2-TZVPD" lumo_ev=-1.486 max_force_ev_per_a=3.86 homo_energy_ev=-8.1779 spin_multiplicity=1 total_charge=0
C 2.6715 -1.5687 -6.9052 0.132
C 3.0068 -0.7681 -6.0646 -0.065
C 3.1530 0.1631 -4.9158 -0.091
C 2.0734 0.3455 -4.0376 -0.193
N 0.9076 -0.4524 -4.3292 -0.070
C 0.5097 -1.3421 -3.1988 -0.041
C -0.1968 0.3092 -4.8647 -0.447
C -0.3844 1.8365 -4.7353 -0.023
O -1.0375 -0.2987 -5.4862 0.088
C 2.1889 1.2846 -2.8695 -0.258
P 0.7724 1.4862 -1.6808 0.884
O 0.5667 3.0755 -1.1978 -0.320
O 0.9301 0.4517 -0.3860 -0.299
C 3.4009 2.0112 -2.6905 -0.302
P 3.5616 3.2229 -1.2802 0.960
C 2.7996 4.8753 -1.7753 -0.271
C 5.3426 3.6417 -0.9428 -0.441
C 5.3372 4.7894 0.1473 -0.178
C 4.4910 1.7757 -3.6272 -0.299
N 5.7405 2.3216 -3.6320 -0.269
S 6.6063 1.7137 -4.8425 1.016
N 5.5122 0.6948 -5.5566 -0.190
C 4.4355 0.8458 -4.7735 -0.329
H 2.4692 -2.0790 -7.8436 0.044
H -0.4570 -0.9653 -2.7924 0.077
H 1.3023 -1.3482 -2.4237 0.091
H 0.3187 -2.3575 -3.6071 0.097
H 0.5552 2.4113 -4.6131 0.070
H -0.9639 1.9994 -3.7971 0.056
H -0.9900 2.2723 -5.5533 0.090
H -0.3484 3.2824 -1.4392 0.048
H 1.8240 0.0653 -0.3295 0.079
H 3.5857 5.5408 -2.1947 0.039
H 1.9299 4.7558 -2.4413 0.028
H 2.4955 5.3398 -0.8104 0.042
H 5.9549 2.7920 -0.5897 0.074
H 5.8121 4.0953 -1.8442 0.056
H 6.3390 4.9170 0.5992 0.070
H 5.0984 5.7350 -0.3935 0.059
H 4.5267 4.6469 0.8907 0.060
C -2.6027 0.4981 1.5927 0.083
C -2.2196 -0.3658 0.6440 -0.204
C -3.1872 -1.3270 0.0246 -0.301
O -2.7964 -2.0791 -0.8477 0.087
C -4.5644 -1.3200 0.5030 0.084
C -4.9448 -0.4592 1.4533 -0.229
C -3.9848 0.5209 2.0533 -0.310
O -4.3859 1.2966 2.9032 0.097
O -6.2015 -0.4290 1.9158 0.110
O -0.9572 -0.4126 0.2018 0.041
H -1.9147 1.1986 2.0462 0.137
H -5.2486 -2.0306 0.0606 0.139
H -6.2160 0.2767 2.5900 0.119
H -0.9465 -1.1143 -0.4756 0.104
C -2.4266 2.0799 8.7556 0.074
C -3.0141 3.0627 8.0641 -0.234
C -3.2062 2.9716 6.5817 -0.310
O -3.7630 3.8836 6.0010 0.116
C -2.7068 1.7828 5.8973 0.079
C -2.1166 0.8022 6.5884 -0.231
C -1.9490 0.8811 8.0734 -0.317
O -1.4215 -0.0455 8.6600 0.108
O -1.6458 -0.3004 5.9876 0.106
O -3.4609 4.1758 8.6601 0.107
H -2.2842 2.1330 9.8260 0.136
H -2.8359 1.7355 4.8243 0.113
H -1.2714 -0.8488 6.7028 0.118
H -3.8413 4.7209 7.9451 0.119
C -1.6670 -6.4335 1.4384 0.078
C -1.1105 -7.6134 1.1424 -0.234
C -0.5147 -7.8830 -0.2055 -0.317
O -0.0032 -8.9661 -0.4195 0.109
C -0.5803 -6.8259 -1.2093 0.076
C -1.1405 -5.6467 -0.9142 -0.227
C -1.7103 -5.3694 0.4408 -0.305
O -2.1885 -4.2742 0.6571 0.114
O -1.2203 -4.6562 -1.8127 0.107
O -1.0561 -8.6117 2.0334 0.108
H -2.0981 -6.2254 2.4078 0.136
H -0.1629 -7.0387 -2.1836 0.136
H -1.6676 -3.9134 -1.3550 0.087
H -0.6072 -9.3476 1.5753 0.119


Record 5
91
Properties=species:S:1:pos:R:3:lowdin_charge:R:1 method="wB97M-V/def2-TZVPD" e_above_lowest_kj_mol=151.66 smiles="CC[C@H](F)[C@]1([C@H](C)F)OS(=O)(=O)O[C@]1(ON=O)OB(O)O.CN(C)P(=O)(N(C)C)N(C)C.CN(C)P(=O)(N(C)C)N(C)C" lumo_ev=-0.764 max_force_ev_per_a=7.33 homo_energy_ev=-7.7118 spin_multiplicity=1 total_charge=0
C 4.6793 8.2338 0.2462 -0.076
C 5.7739 7.2004 -0.0621 -0.149
C 5.4364 5.7492 0.3230 -0.244
F 6.2615 4.8562 -0.3273 0.038
C 3.9502 5.3120 0.1635 -0.178
C 3.1440 5.6473 1.4780 -0.252
C 2.2564 4.4830 1.9293 -0.014
F 2.3021 6.7447 1.3305 -0.009
O 4.0713 3.8523 0.2607 -0.161
S 3.5592 2.9948 -0.9974 0.660
O 2.3278 2.3018 -0.8335 -0.206
O 4.6294 2.1437 -1.3529 -0.190
O 3.3560 4.2802 -1.9730 -0.059
C 3.2498 5.4854 -1.2046 -0.416
O 1.8186 5.6503 -1.1408 0.015
N 1.4267 7.0017 -1.2756 0.021
O 0.3479 7.0281 -1.7010 0.129
O 3.7093 6.4720 -2.0531 0.164
B 4.0469 6.0171 -3.3468 -0.761
O 3.0570 6.0531 -4.3087 0.210
O 5.3136 5.5893 -3.7074 0.196
H 3.7003 8.0031 -0.1745 0.054
H 4.5798 8.4635 1.3132 0.085
H 4.9956 9.1747 -0.2250 0.084
H 6.6850 7.4627 0.4876 0.119
H 6.0074 7.2012 -1.1328 0.113
H 5.6830 5.6369 1.3878 0.157
H 3.8053 5.8565 2.3259 0.153
H 1.7157 4.0332 1.0916 0.076
H 2.8441 3.7403 2.4750 0.097
H 1.4914 4.8470 2.6259 0.100
H 3.4729 6.3243 -5.1382 0.116
H 5.7560 6.2197 -4.2902 0.117
C -1.3592 -0.2458 2.5853 -0.131
N 0.0678 -0.0370 2.5950 -0.334
C 0.4190 1.2239 1.9672 -0.144
P 1.3408 -1.1772 2.5967 0.763
O 2.1245 -0.5873 3.7595 -0.282
N 0.9797 -2.6894 3.3885 -0.342
C -0.0675 -2.7697 4.3973 -0.134
C 2.1865 -3.3433 3.8941 -0.151
N 0.8476 -1.8727 1.0267 -0.307
C -0.1179 -2.9455 0.9107 -0.142
C 2.0147 -2.1825 0.1814 -0.144
H -1.7552 -0.4339 1.5753 0.083
H -1.8660 0.6419 2.9746 0.083
H -1.6703 -1.0575 3.2387 0.052
H 0.2995 1.1706 0.8752 0.079
H 1.4591 1.4900 2.1723 0.061
H -0.1960 2.0443 2.3453 0.082
H -0.0271 -1.9444 5.1187 0.088
H 0.0007 -3.7094 4.9487 0.079
H -1.0543 -2.7938 3.9306 0.056
H 2.5248 -2.9099 4.8414 0.078
H 3.0063 -3.2531 3.1761 0.070
H 2.0033 -4.4104 4.0410 0.079
H 0.2801 -3.9083 1.2506 0.083
H -0.4077 -3.0585 -0.1377 0.084
H -1.0404 -2.7455 1.4518 0.062
H 2.5658 -3.0572 0.5521 0.073
H 2.7013 -1.3300 0.1652 0.075
H 1.7102 -2.3668 -0.8506 0.077
C -6.9314 -3.5925 -1.7302 -0.137
N -5.5275 -3.2905 -1.6058 -0.342
C -5.2144 -2.0075 -2.2119 -0.141
P -4.1849 -4.3493 -1.4943 0.781
O -3.6099 -3.7151 -0.2261 -0.281
N -4.5174 -5.8798 -0.7235 -0.346
C -5.6400 -6.0246 0.1939 -0.132
C -3.3191 -6.4544 -0.1102 -0.148
N -4.5396 -5.0937 -3.0868 -0.313
C -5.4338 -6.2209 -3.2489 -0.142
C -3.3077 -5.3486 -3.8555 -0.150
H -7.2307 -3.8061 -2.7688 0.081
H -7.5251 -2.7402 -1.3886 0.084
H -7.2410 -4.4221 -1.0996 0.051
H -5.2414 -2.0649 -3.3111 0.079
H -4.2169 -1.6724 -1.9165 0.071
H -5.9132 -1.2359 -1.8837 0.081
H -5.7138 -5.1973 0.9094 0.090
H -5.5589 -6.9567 0.7561 0.081
H -6.5798 -6.1133 -0.3540 0.055
H -3.0923 -5.9973 0.8588 0.078
H -2.4474 -6.3142 -0.7560 0.070
H -3.4459 -7.5304 0.0297 0.080
H -5.0136 -7.1594 -2.8726 0.084
H -5.6412 -6.3472 -4.3157 0.091
H -6.3974 -6.0590 -2.7700 0.063
H -2.7334 -6.1867 -3.4395 0.075
H -2.6691 -4.4596 -3.8421 0.075
H -3.5374 -5.5615 -4.9013 0.077